*w*
Density functional theory data (the ωB97M-V functional and the def2-TZVPD basis) for an isolated molecule of C3H4N2O.

XYZ file:
```
10
Properties=species:S:1:pos:R:3:nbo_charge:R:1
O -1.22255 1.50441 1.09601 -0.68
C -0.43365 0.60349 0.45612 0.41
C -0.89477 -0.17370 -0.62836 -0.40
C 0.28735 -1.01945 -0.91575 -0.04
N 1.22135 -0.60859 -0.02420 -0.33
N 0.82191 0.35325 0.81725 -0.35
H -0.69403 2.22486 1.45910 0.49
H -2.01690 -0.12371 -0.79812 0.26
H 0.75082 -1.82797 -1.56730 0.23
H 2.18048 -0.93259 0.10525 0.41
```

SMILES: Oc1cc[nH]n1
Highest occupied orbital energy: -9.1 eV
E_LUMO: 0.037 Ha
Orbital gap: 10.0972 eV



*x*
Density functional theory data (the ωB97M-V functional and the def2-TZVPD basis) for a cluster of 2 separate species, C3H4N2O in total.

XYZ file:
```
10
Properties=species:S:1:pos:R:3:nbo_charge:R:1
O -1.52654 -0.79526 0.11210 -0.61
C -0.71524 -0.18756 -0.69256 0.45
C -0.45251 1.22319 -0.43117 0.01
N 0.56199 1.24181 0.38129 -0.38
C 0.96545 -0.09305 0.53894 -0.02
N 0.53626 -0.80129 -0.61765 -0.58
H -0.58824 -0.67568 1.05740 0.31
H -1.06396 2.08659 -0.66389 0.21
H 1.95109 -0.26556 0.96703 0.21
H 0.44172 -1.80148 -0.48405 0.39
```

Highest occupied orbital energy (spin up / spin down): -9.0 / -9.0 eV
E_LUMO (spin up / spin down): -0.015 / -0.015 Ha
Orbital gap (spin up / spin down): 8.5644 / 8.5633 eV



*y*
Density functional theory data (the ωB97M-V functional and the def2-TZVPD basis) for an isolated molecule of C3H4N2O.

XYZ file:
```
10
Properties=species:S:1:pos:R:3:nbo_charge:R:1
N 1.15192 0.40045 -0.96230 -0.77
C 0.05499 0.97496 -0.07203 0.18
N -0.82103 1.78549 -0.28857 -0.15
O -2.18586 -0.54545 0.25153 -0.50
C -1.15921 -1.00265 0.71753 0.28
C 0.12851 -0.34742 0.58697 -0.18
H 2.05763 0.71949 -0.63866 0.39
H 0.92216 0.71908 -1.89604 0.39
H -1.15897 -1.88903 1.37999 0.13
H 1.04368 -0.83132 0.90028 0.22
```

Highest occupied orbital energy (spin up / spin down): -9.5 / -8.6 eV
E_LUMO (spin up / spin down): -0.041 / -0.047 Ha
Orbital gap (spin up / spin down): 8.4267 / 7.2757 eV



It comes down to *w*, which is 3.516 eV more stable than the next structure.



*w*
Density functional theory data (the ωB97M-V functional and the def2-TZVPD basis) for a cluster of 2 separate species, C3H4N2O in total.

XYZ file:
```
10
Properties=species:S:1:pos:R:3:nbo_charge:R:1
C 1.81320 -0.03390 0.55580 -0.23
C 1.15402 0.08904 -0.62219 -0.03
C 1.27251 -1.21495 -0.11075 0.45
N -1.83095 0.48716 -0.44476 -0.60
N -1.23258 1.42139 0.30577 -0.43
O 0.96948 -2.36939 -0.09939 -0.45
H 2.46519 0.16229 1.31831 0.25
H -2.84961 0.56878 -0.25640 0.37
H -1.53701 -0.21708 -1.05512 0.37
H -0.22426 1.10666 0.40873 0.29
```

Highest occupied orbital energy (spin up / spin down): -9.4 / -7.5 eV
E_LUMO (spin up / spin down): 0.009 / -0.075 Ha
Orbital gap (spin up / spin down): 9.6860 / 5.4596 eV



*x*
Density functional theory data (the ωB97M-V functional and the def2-TZVPD basis) for an isolated molecule of C3H4N2O.

XYZ file:
```
10
Properties=species:S:1:pos:R:3:nbo_charge:R:1
O 2.20936 0.14814 -0.14794 -0.67
C 0.87331 -0.16137 -0.00594 0.18
C 0.12773 -1.18511 0.32008 -0.18
N -1.80793 -0.19811 0.09208 -0.43
N -1.33289 0.97720 -0.18116 -0.18
C -0.08282 1.15893 -0.35372 -0.06
H 2.79891 -0.61187 -0.02680 0.49
H -0.36063 -2.11117 0.54909 0.26
H -2.64584 -0.05317 0.71112 0.37
H 0.22080 2.03653 -0.95681 0.22
```

Highest occupied orbital energy (spin up / spin down): -8.4 / -8.4 eV
E_LUMO (spin up / spin down): -0.006 / -0.006 Ha
Orbital gap (spin up / spin down): 8.2669 / 8.2642 eV



It comes down to *x*, which is 2.023 eV more stable than the next structure.



*w*
Density functional theory data (the ωB97M-V functional and the def2-TZVPD basis) for an isolated molecule of C3H4N2O.

XYZ file:
```
10
Properties=species:S:1:pos:R:3:nbo_charge:R:1
N -0.92744 -0.92371 1.39122 -0.93
C -0.05791 -0.42142 0.54192 0.31
C 1.22516 -0.28304 0.02849 -0.16
O 1.16201 0.61800 -1.05574 -0.37
C -0.07646 1.00056 -1.19015 0.41
N -0.82651 0.42429 -0.28529 -0.56
H -0.63661 -1.60894 2.06003 0.36
H -1.72883 0.17845 0.23925 0.50
H 2.19892 -0.68250 0.24509 0.22
H -0.33233 1.69833 -1.97481 0.21
```

Highest occupied orbital energy: -7.2 eV
E_LUMO: 0.030 Ha
Orbital gap: 8.0090 eV



*x*
Density functional theory data (the ωB97M-V functional and the def2-TZVPD basis) for an isolated molecule of C3H4N2O.

XYZ file:
```
10
Properties=species:S:1:pos:R:3:nbo_charge:R:1
N -1.94132 0.70840 0.01423 -0.71
C -0.73858 0.30737 -0.00475 0.66
O -0.45667 -0.97923 0.09364 -0.47
C 0.95359 -1.21793 0.06573 -0.20
C 1.72120 0.08442 -0.08927 0.13
N 0.71726 0.93005 -0.12321 -0.62
H -2.14522 1.69896 -0.06436 0.36
H 0.53485 1.90564 -0.21428 0.41
H 1.14518 -1.89248 -0.77361 0.22
H 1.21080 -1.71661 1.00485 0.22
```

Highest occupied orbital energy: -9.3 eV
E_LUMO: 0.027 Ha
Orbital gap: 10.0189 eV



It comes down to *x*, which is 0.305 eV more stable than the next structure.



*w*
Density functional theory data (the ωB97M-V functional and the def2-TZVPD basis) for a cluster of 2 separate species, C3H4N2O in total.

XYZ file:
```
10
Properties=species:S:1:pos:R:3:nbo_charge:R:1
C 1.40188 0.15427 1.00269 -0.70
C 0.48810 0.01809 -0.13415 0.38
N 0.32852 -0.07385 -1.32499 0.03
O -0.66163 -0.18712 -2.07993 -0.43
H 2.44224 0.23290 0.67416 0.26
H 1.14040 1.04712 1.57161 0.25
H 1.30020 -0.71032 1.65979 0.25
C -2.05297 -0.16450 -0.58626 0.17
N -1.48624 -0.05913 0.44791 -0.45
H -2.90051 -0.25746 -1.23083 0.24
```

SMILES: CC#[N+][O-].C#N
Highest occupied orbital energy: -9.6 eV
E_LUMO: 0.032 Ha
Orbital gap: 10.5100 eV



*x*
Density functional theory data (the ωB97M-V functional and the def2-TZVPD basis) for an isolated molecule of C3H4N2O.

XYZ file:
```
10
Properties=species:S:1:pos:R:3:nbo_charge:R:1
H 1.31936 -1.85122 2.11939 0.36
N 0.93499 -1.10024 1.47019 -0.53
C 0.87853 -1.27089 0.24298 0.05
C 0.22100 -0.19900 -0.54651 0.13
N -0.51060 0.73048 -0.06180 -0.38
C -1.26835 1.69532 -0.37929 0.53
O -2.43457 1.73161 -0.60093 -0.57
H 1.24623 -2.01505 -0.34105 0.16
H 0.26878 -0.48491 -1.65888 0.16
H -0.65537 2.76389 -0.24409 0.08
```

SMILES: [H]/N=C/C=N/C=O
Highest occupied orbital energy: -9.8 eV
E_LUMO: -0.027 Ha
Orbital gap: 9.1122 eV



*y*
Density functional theory data (the ωB97M-V functional and the def2-TZVPD basis) for an isolated molecule of C3H4N2O.

XYZ file:
```
10
Properties=species:S:1:pos:R:3:nbo_charge:R:1
C -0.29952 1.29986 2.00095 -0.62
C -0.15638 0.93903 0.75459 0.49
N -0.06637 0.63357 -0.43521 -0.54
C 0.45397 -0.68127 -0.73436 0.77
N -0.07944 -1.15806 -1.88678 -0.82
O 1.26105 -1.26417 -0.04818 -0.60
H -1.23252 1.10983 2.51929 0.25
H 0.52713 1.75110 2.53639 0.25
H 0.23640 -2.05282 -2.22480 0.41
H -0.64433 -0.57707 -2.48188 0.41
```

SMILES: C=C=NC(N)=O
Highest occupied orbital energy: -9.4 eV
E_LUMO: 0.033 Ha
Orbital gap: 10.2616 eV



*z*
Density functional theory data (the ωB97M-V functional and the def2-TZVPD basis) for an isolated molecule of C3H4N2O.

XYZ file:
```
10
Properties=species:S:1:pos:R:3:nbo_charge:R:1
C -1.36174 0.82351 0.27069 0.01
N -0.51859 -0.09731 0.10404 -0.40
C 0.74337 -0.58237 0.29435 0.04
C 1.93336 -0.31564 -0.54456 0.13
O 2.27381 0.97355 -0.18171 -0.39
N 2.29615 -0.10171 0.78419 -0.12
H -2.34602 0.65574 -0.14031 0.17
H -1.16959 1.76868 0.78011 0.16
H 0.69179 -1.61483 0.63118 0.20
H 2.44231 -0.85035 -1.32517 0.19
```

SMILES: C=N[C@H]1[C@H]2ON21
Highest occupied orbital energy: -8.8 eV
E_LUMO: 0.030 Ha
Orbital gap: 9.6491 eV



It comes down to *y*, which is 1.885 eV more stable than the next structure.